Below is a cluster of 7 separate species, C14H42O10 in total, with properties calculated with ωB97M-V/def2-TZVPD.

Geometry as XYZ:
```
66
Properties=species:S:1:pos:R:3:forces:R:3:nbo_charge:R:1
O -9.15310 -8.80869 16.48049 -0.0444 0.2814 0.0697 -0.7228
C -9.07211 -8.93713 15.06764 0.7171 0.1644 0.6019 -0.0952
C -10.33232 -9.26640 14.40176 -2.1889 -0.2600 0.0388 -0.1027
O -11.15142 -8.10611 14.10226 0.9641 -0.2164 -0.2300 -0.7343
H -9.23032 -7.88326 16.72386 -0.1044 0.0469 -0.0797 0.4732
H -8.68131 -8.04418 14.57979 0.4605 0.0570 0.0903 0.1830
H -8.43250 -9.80618 14.91351 0.3583 0.1996 -0.1532 0.1793
H -10.95327 -9.85668 15.07562 0.2394 -0.5045 0.1043 0.1774
H -10.06896 -9.88514 13.54391 -0.3484 0.2806 -0.5582 0.1771
H -11.93446 -8.41755 13.64242 -0.0793 -0.0280 0.0129 0.4682
O -14.56512 -5.88756 8.19528 -0.9641 0.2935 -0.1479 -0.7048
C -13.45818 -6.66494 8.48650 1.3082 -0.7753 -1.4191 -0.0825
C -12.99772 -7.52758 7.23516 0.7435 -0.1404 1.5268 -0.1002
O -12.27964 -6.81854 6.20509 -1.0586 0.1984 0.1523 -0.7601
H -14.32835 -5.35912 7.42957 -0.1415 0.2388 -0.0944 0.4696
H -12.66095 -6.01055 8.83906 0.5268 -0.0925 -0.1602 0.1647
H -13.66485 -7.33093 9.32426 -0.3126 -0.1608 -0.2178 0.1933
H -13.83703 -8.07770 6.80967 -0.2359 0.2596 0.0677 0.1818
H -12.25948 -8.26110 7.55928 -0.2563 -0.3015 0.5379 0.1738
H -12.43487 -7.34183 5.41537 0.1467 0.1562 -0.2854 0.4857
O -8.46172 -5.83718 7.97079 0.7096 0.1646 0.6820 -0.7163
C -9.61681 -5.25757 7.45426 -1.6346 0.2107 -0.7167 -0.0934
C -9.47839 -5.08754 5.94762 -1.3086 -0.1319 -0.0608 -0.0814
O -10.74181 -4.76665 5.29828 1.5549 0.4687 0.5196 -0.7436
H -7.93290 -5.09724 8.27811 0.3903 -0.2240 0.1188 0.4699
H -10.47477 -5.89701 7.66193 0.1103 -0.3496 -0.0175 0.1662
H -9.90157 -4.30709 7.90546 0.3476 0.2489 0.2340 0.1602
H -9.13686 -6.05589 5.58194 0.4371 0.1222 -0.2771 0.1626
H -8.76017 -4.28414 5.78382 -0.0500 -0.1209 -0.5290 0.1714
H -11.34990 -5.44660 5.59748 -0.2919 -0.1163 0.1348 0.4853
C -6.59796 -8.33332 11.12457 1.4612 -0.1623 -0.8128 -0.6480
C -6.51896 -8.94605 9.70863 -1.1298 1.1811 0.0943 -0.0687
O -7.12931 -10.21023 9.79745 0.4200 -0.8368 -0.3987 -0.7371
H -5.68616 -8.76246 11.53996 -0.0839 0.5877 0.9481 0.2152
H -7.44810 -8.58357 11.75920 -0.1235 -0.4852 -0.5416 0.2311
H -6.59291 -7.24426 11.07987 0.4617 -0.0154 0.0466 0.2147
H -5.54324 -9.07249 9.23950 0.5086 0.2657 0.7867 0.1697
H -7.03102 -8.30008 8.99545 -0.5134 -0.0015 -0.1454 0.1664
H -6.70912 -10.76100 9.13285 -0.3785 -0.3684 0.0140 0.4881
C -9.84572 -4.18077 12.45163 0.5299 -0.0935 -0.3072 -0.6283
C -8.85385 -3.33823 13.24484 -0.9124 -0.4983 0.2627 -0.0627
O -8.46355 -4.12717 14.38053 0.0480 0.5086 -0.2684 -0.7245
H -9.29007 -5.01898 12.03117 -0.1642 -0.1420 -0.1196 0.2079
H -10.29571 -3.61981 11.63252 0.0987 0.0886 -0.0553 0.2058
H -10.65468 -4.59500 13.05336 0.1570 0.1803 0.2428 0.2248
H -9.34641 -2.41963 13.56370 0.0215 0.1479 0.1851 0.1562
H -7.98534 -3.05815 12.64872 0.0884 -0.0860 -0.1380 0.1557
H -8.10726 -3.50525 15.01918 0.1434 -0.1481 0.2010 0.4656
C -13.94150 -10.44911 10.16337 1.0374 -0.5153 0.5634 -0.6341
C -12.76231 -10.97748 11.07164 0.0321 -0.1641 -0.7786 -0.0630
O -11.75387 -11.41463 10.19603 0.0622 -0.3386 -1.0274 -0.7694
H -13.48596 -9.72563 9.48723 0.0564 0.5342 0.3790 0.1974
H -14.78770 -10.02222 10.70172 0.0785 -0.0180 -0.0160 0.2070
H -14.27694 -11.17277 9.42047 -0.1451 -0.5711 0.5456 0.2169
H -12.84782 -11.84839 11.72148 -1.4978 0.0888 0.2225 0.1746
H -12.34884 -10.20659 11.72193 -0.2682 0.5614 0.0032 0.1434
H -10.90469 -11.04145 10.44354 0.5241 0.2753 0.0402 0.5030
C -10.09218 -7.52517 10.58747 -0.3227 0.6685 -1.4842 -0.6353
C -10.14756 -8.76452 9.70061 0.6455 -0.1719 0.6589 -0.0767
O -9.61909 -9.82817 10.47178 -1.2365 -0.8154 0.7466 -0.7872
H -9.09311 -7.10000 10.49160 0.0346 0.0110 0.5696 0.2076
H -10.42929 -7.69158 11.61059 0.3423 -0.2940 -0.0369 0.2309
H -10.75590 -6.76497 10.17557 -0.1000 0.2543 -0.0701 0.1936
H -9.53866 -8.75075 8.79665 0.0192 0.8196 -0.2038 0.1723
H -11.15346 -9.00703 9.35790 -0.1099 -0.2393 0.3938 0.1741
H -8.66508 -9.90305 10.39518 0.2204 -0.1775 -0.4448 0.5076
```
Forces are in eV/Å.

HOMO-LUMO gap, eV: 9.91
E_LUMO, eV: 0.39
SMILES: OCCO.OCCO.OCCO.CCO.CCO.CCO.CCO
E_HOMO, eV: -9.52
Energy above the lowest of the compared OMol25 structures with the same formula, charge and spin, kJ/mol: 70.80

Below is the ion CH3N2S2 with charge +1, with properties calculated with ωB97M-V/def2-TZVPD.

Geometry as XYZ:
```
8
Properties=species:S:1:pos:R:3:forces:R:3:nbo_charge:R:1
C 0.08507 -0.01614 -0.01474 3.7339 2.5439 0.6053 0.3619
N 0.76130 1.08705 0.26758 -0.0205 0.6049 0.3381 -0.6666
S 2.57830 0.96900 -0.19173 -2.0272 1.0265 0.3673 0.3907
S 2.52177 -1.00011 0.16265 -0.5000 -0.5199 0.2963 0.4144
N 0.82938 -1.00514 -0.28009 0.2414 -3.9897 -1.2312 -0.6474
H -0.92835 -0.06969 -0.00525 -2.9550 -0.1073 0.1029 0.2457
H 0.25182 1.70478 0.90612 0.9375 0.5086 -0.3047 0.4492
H 0.34860 -1.87711 -0.49926 0.5900 -0.0669 -0.1741 0.4522
```
Forces are in eV/Å.

HOMO-LUMO gap, eV: 8.67
E_LUMO, eV: -5.07
Charge: +1
SMILES: C1=[NH+]SSN1
E_HOMO, eV: -13.74
Energy above the lowest of the compared OMol25 structures with the same formula, charge and spin, kJ/mol: 0.00

Below is a structure of composition C27H53Br2N3O8S, with properties calculated with ωB97M-V/def2-TZVPD.

Geometry as XYZ:
```
94
Properties=species:S:1:pos:R:3:forces:R:3:lowdin_charge:R:1
C 3.19513 -4.06669 2.68333 1.6578 0.5771 -0.6119 -0.0517
C 3.56013 -3.67678 1.09833 -1.3466 -0.4157 1.6747 -0.3369
C 2.54779 -2.47270 0.63469 -1.1447 -1.1280 0.0012 -0.0313
C 1.49336 -3.13477 -0.48205 -0.0488 -0.6988 -0.5076 -0.2221
O 1.20633 -2.16286 -1.54932 -2.0126 0.7934 1.8318 -0.2316
S -0.24254 -1.30489 -1.24901 -1.4766 2.2482 -3.6901 0.9107
O -0.95554 -1.27598 -2.64613 2.7912 -0.0453 6.0377 -0.3436
O -0.06979 0.11540 -0.58583 -0.4351 -6.5175 -2.0127 -0.3280
O -0.95340 -2.54693 -0.27914 2.4575 1.9362 -0.5553 -0.2908
C 0.01971 -3.63571 0.04017 -1.9943 -0.0884 0.3797 -0.2380
C -0.68904 -4.95131 -0.63597 0.5614 -1.5447 0.2025 -0.5921
Br -1.70890 -4.55640 -2.32778 1.4266 0.2520 0.8374 0.6682
C -1.74698 -5.72135 0.38880 0.5062 -0.1580 1.0550 -0.6813
C -0.97271 -6.80251 1.39325 0.1450 -0.0658 -0.5869 -0.1672
Br -3.13062 -6.81539 -0.63630 0.8746 0.5824 0.9976 0.5453
O 4.98866 -3.32451 1.09667 -1.0877 -1.3826 -2.0651 -0.1866
C 5.69413 -3.84623 -0.08410 1.4983 -0.4190 -0.4760 -0.1906
C 5.86879 -5.47693 -0.12628 -0.1452 -3.2864 -0.1111 -0.1142
C 6.02732 -6.16778 -1.62375 -0.1759 -2.3638 3.2907 -0.0374
C 6.16238 -7.79041 -1.81498 -0.5127 2.4571 4.2859 -0.0698
C 6.13959 -8.72743 -0.45056 -0.3302 3.8826 -0.2786 -0.0781
C 5.98497 -8.03229 1.04666 -0.0842 1.9021 -2.7931 -0.0678
C 5.84352 -6.38837 1.27515 0.3822 -2.0734 -4.7536 -0.0011
H 2.96636 -3.05788 3.23114 0.1359 -2.1141 -0.8581 0.0871
H 2.34845 -4.87200 2.75340 1.5991 1.6954 -0.0274 0.0862
H 4.23073 -4.45352 3.13400 -2.5428 0.5761 -0.8514 0.0809
H 3.28035 -4.62606 0.47374 1.1501 1.6889 0.8941 0.1380
H 1.85333 -2.19599 1.56546 1.7241 -0.2164 -2.0701 0.1369
H 3.08898 -1.52106 0.20169 -1.1814 -2.1148 0.7721 0.1293
H 1.87427 -4.06898 -1.09862 -0.1767 1.9894 1.4468 0.1719
H -0.14537 -3.82977 1.18809 1.0236 0.6770 -2.0239 0.1711
H 0.15235 -5.73980 -0.91113 -1.8132 1.6374 0.4602 0.1178
H -2.38278 -4.96925 1.04453 1.3862 -1.4583 -1.6197 0.1160
H -0.83980 -6.28361 2.43434 -0.1712 -1.2284 -1.9031 0.0799
H -1.58016 -7.82607 1.46355 1.2250 2.5645 0.0678 0.0725
H 0.08428 -7.10623 0.94114 -2.1825 0.8264 0.9860 0.0881
H 6.79454 -3.38876 -0.04578 -2.4702 -0.8986 0.0974 0.1484
H 5.23349 -3.49016 -1.10399 0.5892 -0.6821 1.9868 0.1315
H 6.02203 -5.45412 -2.56004 0.0063 -1.6317 2.0954 0.0887
H 6.23792 -8.20255 -2.90933 -0.1245 0.6876 2.5336 0.0822
H 6.22411 -9.90542 -0.61555 -0.2276 2.9380 0.7104 0.0867
H 5.94272 -8.76272 1.97894 0.1378 1.7956 -2.1972 0.0813
H 5.70103 -5.88951 2.34446 0.4023 -1.2980 -2.7036 0.0861
C -2.04462 4.38388 -3.03058 0.2618 0.2010 -0.2157 -0.0771
C -1.95268 2.88250 -2.76018 -0.3648 0.1662 0.2880 -0.4207
C -3.23704 2.10228 -3.12331 0.1652 -0.3177 0.2361 -0.1916
O -4.31570 2.27061 -2.19952 0.2421 0.0707 -0.5673 -0.1887
C -5.02499 3.49119 -2.34426 -0.1345 -0.2503 0.4082 -0.1093
N -1.57662 2.67311 -1.35444 -0.3408 -0.2446 0.0095 0.0472
H -2.60773 4.92044 -2.26450 -0.0069 -0.1439 -0.0209 0.0590
H -1.04109 4.82633 -3.04925 -0.1724 -0.1303 0.0502 0.0759
H -2.51185 4.58087 -4.00087 0.0133 -0.0006 0.0790 0.0759
H -1.14436 2.49224 -3.39165 -0.1469 -0.1085 0.0823 0.1364
H -2.99616 1.03118 -3.10104 -0.0683 0.1709 0.1203 0.1161
H -3.56645 2.32137 -4.14612 -0.0619 0.1983 0.0068 0.1173
H -5.10536 3.80167 -3.38925 0.1123 0.0241 -0.0409 0.0914
H -4.55060 4.26989 -1.74630 -0.0649 0.2169 -0.1393 0.0638
H -6.03319 3.34770 -1.94695 0.1274 -0.0569 -0.0356 0.0879
H -1.40381 1.67887 -1.20685 0.1222 0.2287 -0.0377 0.0282
H -2.40831 2.86251 -0.78514 0.2978 0.0501 -0.2035 0.0743
C 4.13235 1.51706 1.92951 0.2139 -0.3022 0.0697 -0.0723
C 3.06870 1.51477 0.83207 -0.1150 0.5447 0.2929 -0.4283
C 3.26461 2.62063 -0.23043 -0.3875 -0.0443 -0.1206 -0.1903
O 2.90690 3.93452 0.20656 0.4561 -0.4204 -0.1662 -0.1886
C 3.87834 4.56247 1.02867 -0.4184 0.1864 -0.0152 -0.1109
N 1.73989 1.59849 1.45547 -0.0203 0.2570 -0.2426 0.0493
H 3.96702 2.29190 2.68061 -0.0643 -0.0206 -0.1427 0.0635
H 4.12732 0.55822 2.46221 -0.0499 0.1587 -0.1012 0.0711
H 5.13278 1.65645 1.50729 -0.0655 0.0010 0.0505 0.0778
H 3.14338 0.54928 0.31566 -0.0774 0.1993 -0.1086 0.1042
H 2.59521 2.39905 -1.07222 -0.0007 0.1330 0.2067 0.1237
H 4.28273 2.61269 -0.63785 0.1304 0.0598 0.1566 0.1171
H 4.89903 4.31107 0.72891 0.0084 -0.0949 0.0317 0.0888
H 3.70757 4.29937 2.07299 0.2504 -0.0162 0.0992 0.0712
H 3.74850 5.64443 0.94253 -0.0415 -0.1163 -0.1178 0.0873
H 1.03116 1.48083 0.73157 0.0971 -0.1041 0.1786 0.0333
H 1.61028 2.56672 1.76760 0.1022 -0.3620 -0.0198 0.0767
C -6.33211 7.70916 2.14294 0.1385 0.2025 0.2827 -0.0772
C -6.52358 6.19326 2.17585 -0.1726 0.1508 -0.3930 -0.4291
C -5.89790 5.45794 0.96836 -0.2169 -0.2670 0.0892 -0.2011
O -6.63000 5.59125 -0.25291 0.4515 0.1033 0.3531 -0.2119
C -6.43858 6.83036 -0.91761 -0.3409 -0.2181 -0.1617 -0.1073
N -7.95798 5.89621 2.30094 0.0534 -0.2500 -0.2962 0.0328
H -7.02029 8.21016 1.45937 0.0363 -0.1432 0.0092 0.0625
H -6.51363 8.13436 3.13764 -0.0043 -0.1343 -0.1921 0.0773
H -5.30934 7.97018 1.85246 -0.0931 -0.0163 0.0078 0.0779
H -6.01888 5.82620 3.07860 -0.0437 -0.0904 -0.1639 0.1349
H -5.89702 4.38330 1.19405 -0.1018 0.1468 -0.1273 0.1234
H -4.84863 5.74166 0.82287 -0.0102 0.1830 -0.0525 0.1178
H -5.41600 7.20225 -0.81333 -0.0018 0.0216 0.0967 0.0919
H -7.15518 7.56471 -0.54852 0.1509 0.2195 -0.0094 0.0719
H -6.64649 6.68172 -1.98043 0.0552 -0.1213 0.0970 0.0884
H -8.07316 4.89222 2.43842 -0.0159 0.1726 0.0900 0.0716
H -8.38546 6.06679 1.38451 0.1210 0.0303 0.3511 0.0726
```
Forces are in eV/Å.

HOMO-LUMO gap, eV: 8.40
E_LUMO, eV: -0.29
E_HOMO, eV: -8.69